104
Properties=species:S:1:pos:R:3:forces:R:3 method="wB97M-V/def2-TZVPD" max_force_ev_per_a=5.323 multiplicity=1 e_homo_ev=-10.955 lumo_ev=0.082 relative_energy_kcal_mol=42.3 orbital_gap_ev=11.0 smiles="FC(F)C(F)(F)COC(F)(F)C(F)F.FC(F)C(F)(F)COC(F)(F)C(F)F.FC(F)C(F)(F)COC(F)(F)C(F)F.O=C1OCCO1.O=C1OCCO1.O=C1OCCO1.O=C1OCCO1.O=C1OCCO1"
F 1.02193 -5.21136 -0.63011 1.0 -0.8 0.2
C 1.20325 -3.93372 -0.21629 -1.6 0.8 -2.7
F 0.80807 -3.82730 1.03490 0.7 0.1 1.2
C 2.61416 -3.38252 -0.58258 1.0 -2.2 3.1
F 2.77602 -2.20857 0.02377 -0.3 1.2 0.8
F 2.78022 -3.13435 -1.87283 -0.3 -0.7 -0.9
C 3.75155 -4.33596 -0.03236 0.3 -0.2 -0.9
O 3.60643 -4.71008 1.32939 0.2 -0.1 0.9
C 4.20578 -5.89685 1.73921 -3.2 1.1 1.2
F 3.56259 -6.92183 1.09766 0.6 0.0 0.4
F 5.48683 -5.99840 1.49079 1.0 0.1 -0.4
C 3.95725 -6.01644 3.33278 0.3 -1.5 -1.2
F 4.67563 -5.13514 4.01586 0.1 1.6 0.1
F 2.64039 -5.91184 3.63686 0.5 0.2 -0.4
H 0.46511 -3.41915 -0.83149 0.1 0.8 -0.1
H 4.68587 -3.78178 -0.12190 0.0 0.0 -0.3
H 3.77285 -5.27024 -0.59339 0.0 0.3 -0.6
H 4.35499 -6.95570 3.71708 -0.5 -0.6 -0.6
F 0.84712 4.85717 4.76899 1.8 0.6 0.3
C -0.30573 4.58666 4.17773 0.1 -1.8 0.1
F -1.11464 5.59107 4.39186 -1.5 1.9 -0.1
C -0.09207 4.34242 2.67372 -1.6 -1.2 0.2
F 0.69541 3.24114 2.57772 1.4 0.3 0.0
F 0.47978 5.42980 2.10903 -0.2 -0.7 0.0
C -1.38041 3.83552 1.94904 0.5 1.6 0.3
O -1.73667 2.62048 2.55699 -1.6 -1.8 1.0
C -3.12850 2.42310 2.77863 2.3 1.5 -1.9
F -3.47519 3.31594 3.75590 -0.7 -0.8 -0.8
F -3.72742 2.72013 1.58058 -0.6 0.0 1.2
C -3.43288 0.99539 3.23187 1.1 -1.0 2.1
F -4.73391 0.80039 3.54141 -0.1 0.5 -0.6
F -3.01552 -0.00554 2.43972 -0.3 0.6 -1.0
H -0.69535 3.73565 4.73639 -0.3 -0.5 -0.6
H -1.10606 3.66260 0.90840 -0.2 0.3 0.0
H -2.16025 4.58422 2.08832 0.0 0.0 -0.4
H -2.86339 0.82709 4.14590 0.0 0.4 0.3
F 0.43033 -1.21914 3.19220 0.3 -4.6 -1.1
C 0.71933 0.01004 3.37740 -1.2 2.5 -1.3
F -0.07627 0.33672 4.39300 -0.1 1.5 2.4
C 2.22613 0.27672 3.58479 -1.3 -1.1 1.9
F 2.45720 1.56492 3.73874 0.0 1.7 0.5
F 2.81256 -0.07161 2.46119 1.0 -1.0 -1.4
C 2.76185 -0.44263 4.83553 0.3 -0.7 -0.3
O 2.46222 -1.85837 4.69498 -0.5 -0.3 1.1
C 1.90778 -2.45094 5.83083 -1.9 1.2 -1.6
F 2.79958 -2.47206 6.78981 1.1 -0.6 1.2
F 0.88875 -1.66497 6.30823 0.0 -0.3 -0.1
C 1.35548 -3.88973 5.50311 2.3 -0.2 -0.7
F 0.68924 -4.51124 6.48788 -0.4 0.8 0.3
F 0.63422 -3.91609 4.37086 -0.3 0.4 0.3
H 0.23993 0.51221 2.53710 1.0 0.9 -0.5
H 2.32981 0.00736 5.72937 -0.3 -0.1 -0.2
H 3.84171 -0.33029 4.93240 0.0 0.1 -0.3
H 2.26654 -4.46452 5.33672 0.0 -0.2 -0.1
O -5.59678 -0.99050 -5.38143 0.5 -0.8 2.0
C -5.33426 -1.46093 -4.28778 0.0 2.2 -3.2
O -5.78625 -2.61801 -3.85955 -1.2 -0.4 -0.3
C -5.26904 -2.91055 -2.59290 0.2 0.3 1.0
C -4.55125 -1.62133 -2.24269 2.2 -0.6 1.9
O -4.49987 -0.84939 -3.39822 -1.0 -0.3 -1.3
H -6.01110 -3.04888 -1.80657 -0.4 -0.6 -0.5
H -4.63338 -3.78638 -2.72310 0.1 0.1 0.4
H -3.52932 -1.88767 -1.97282 0.1 0.3 0.2
H -4.93904 -1.02529 -1.41658 -0.4 -0.2 -0.1
O 1.82391 2.13874 -6.16942 -3.6 -2.4 1.3
C 0.84917 1.36191 -6.03618 3.6 1.8 -2.7
O 0.16889 1.03619 -4.97079 -0.3 -0.3 1.6
C -0.83055 0.04832 -5.26871 -1.1 0.4 -1.2
C -0.71458 -0.12928 -6.80424 -0.8 0.1 1.4
O 0.38152 0.67472 -7.11511 1.1 0.3 -0.6
H -0.75811 -0.89709 -4.73107 0.5 0.5 0.4
H -1.81652 0.49846 -5.15326 0.2 -0.1 0.9
H -1.60448 0.31585 -7.24925 0.1 -0.4 -0.4
H -0.61138 -1.19176 -7.02468 0.3 0.3 -0.6
O 3.41187 1.55875 -2.37837 0.0 -0.2 -0.1
C 2.97174 2.54191 -2.89763 0.7 -0.2 0.0
O 1.76860 3.01739 -2.70827 -1.8 -0.5 1.1
C 1.64888 4.32990 -3.22218 -1.4 -0.5 -0.6
C 2.86442 4.47271 -4.06545 0.5 1.7 0.2
O 3.62413 3.34431 -3.72700 1.9 -0.1 -0.7
H 0.80007 4.32196 -3.90597 -0.5 0.4 0.7
H 1.60352 5.00142 -2.36479 -0.4 0.1 -0.4
H 3.30066 5.40049 -3.69527 1.0 -0.1 -0.3
H 2.68922 4.60391 -5.13325 0.1 -0.7 0.1
O -1.13572 4.62641 -1.45875 -3.5 -3.9 -0.9
C -1.98242 3.72432 -1.76448 3.1 3.9 0.1
O -1.80474 2.85908 -2.76234 1.8 0.0 0.0
C -2.86342 1.95830 -2.82741 -1.1 -1.2 -1.2
C -3.89581 2.52536 -1.91100 -0.8 -0.7 -0.1
O -3.20573 3.60438 -1.28254 -0.7 0.2 1.1
H -3.24541 1.91220 -3.84724 0.2 0.0 -0.1
H -2.66471 0.93492 -2.50912 0.9 0.2 -0.1
H -4.19993 1.71718 -1.24583 0.1 0.6 0.7
H -4.78418 2.81618 -2.47163 0.1 0.8 0.3
O -2.40664 -0.18600 -0.38684 2.8 0.6 0.2
C -1.20003 0.03527 -0.51104 -2.1 -0.8 -1.4
O -0.44264 0.89185 0.11800 -1.8 1.1 2.7
C 0.86428 0.92071 -0.35824 1.5 1.5 0.5
C 0.74332 0.22474 -1.63798 1.8 -0.8 -1.7
O -0.44755 -0.50935 -1.48403 -1.2 -1.3 -0.7
H 1.15516 1.96916 -0.42343 0.1 -0.1 -0.1
H 1.58499 0.40782 0.27864 -0.4 0.0 0.5
H 1.60279 -0.44047 -1.72104 -0.3 -0.3 -0.3
H 0.73791 0.82947 -2.54483 -0.4 0.2 0.2

=====

69
Properties=species:S:1:pos:R:3:forces:R:3 method="wB97M-V/def2-TZVPD" max_force_ev_per_a=1.048 multiplicity=2 e_homo_ev="-14.557 / -14.123" lumo_ev="-7.976 / -7.174" relative_energy_kcal_mol=1.5 orbital_gap_ev="6.6 / 6.9" s_squared=1.0250 total_charge=+2
Re 1.09608 -0.05281 -0.53351 -0.1 -1.0 0.0
C 3.95755 -1.20218 -1.33133 -0.1 -0.1 -0.1
N 2.54361 -1.68321 -1.23796 0.2 0.2 0.1
C 2.22516 -2.35466 -2.53170 0.0 0.0 0.1
C 2.35350 -2.64754 -0.15571 0.2 0.0 -0.1
C 3.33874 -3.49797 0.30265 0.0 0.0 0.0
C 3.05877 -4.35470 1.36046 0.0 0.0 0.0
C 1.81060 -4.34256 1.96609 0.0 0.0 0.0
C 0.81503 -3.49735 1.50252 0.0 0.1 0.0
C 1.08063 -2.67393 0.41467 -0.3 0.1 0.0
N 0.18260 -1.69752 -0.12044 0.3 0.7 -0.1
C -1.20673 -1.81766 -0.28006 0.0 -0.2 0.1
C -2.02270 -2.83031 0.22088 0.0 0.0 0.0
C -3.39027 -2.74631 0.02472 0.0 0.0 0.0
C -3.94096 -1.67709 -0.67095 0.0 0.0 0.0
C -3.12382 -0.70454 -1.23829 -0.1 -0.1 0.0
C -1.76011 -0.80009 -1.06033 0.0 0.0 -0.1
N -0.78450 0.04527 -1.74895 0.0 0.3 0.0
C -0.52425 -0.57451 -3.09454 0.0 0.0 0.1
C -1.31093 1.41326 -2.02842 0.0 -0.1 0.0
H 4.59745 -2.00464 -1.69575 0.0 0.0 0.0
H 4.29617 -0.85514 -0.36375 0.0 0.0 0.0
H 3.99146 -0.38663 -2.05134 0.0 0.0 0.0
H 2.98018 -3.11521 -2.73321 0.0 0.0 0.0
H 2.23147 -1.62165 -3.33541 0.0 0.0 0.0
H 1.25738 -2.84216 -2.46213 0.0 0.0 0.0
H 4.32556 -3.49255 -0.13753 0.0 0.0 0.0
H 3.83101 -5.01700 1.72696 0.0 0.0 0.0
H 1.61477 -4.97824 2.81861 0.0 0.0 0.0
H -0.12815 -3.44121 2.02334 0.0 0.0 0.0
H -1.60871 -3.67273 0.74890 0.0 0.0 0.0
H -4.03237 -3.52135 0.42016 0.0 0.0 0.0
H -5.01218 -1.61679 -0.80958 0.0 0.0 0.0
H -3.56455 0.08612 -1.82855 0.0 0.0 0.0
H -1.43133 -0.49936 -3.69448 0.0 0.0 0.0
H -0.26504 -1.61779 -2.97121 0.0 0.0 0.0
H 0.28369 -0.03173 -3.58356 0.0 0.0 0.0
H -2.11521 1.35834 -2.76089 0.0 0.0 0.0
H -0.50857 2.01912 -2.43912 0.0 0.0 0.0
H -1.68458 1.86478 -1.11711 0.0 0.0 0.0
O 3.42606 0.41287 2.59133 0.1 0.0 0.1
C 2.61484 0.83226 1.84513 0.2 -0.4 -0.5
O 2.61771 0.41356 0.50361 -0.2 0.4 0.3
C 1.52227 1.81588 2.14989 -0.2 0.2 0.1
P 0.22027 1.73532 0.86825 -0.1 0.0 -0.1
C -1.33460 1.24543 1.63753 0.0 0.0 0.1
C -1.28663 0.15621 2.51217 0.0 0.0 0.1
C -2.45177 -0.33975 3.07164 0.0 0.0 0.0
C -3.67576 0.23845 2.75184 0.0 0.0 0.0
C -3.73163 1.31254 1.87730 0.1 0.0 0.0
C -2.56428 1.81718 1.31760 0.0 0.0 0.0
C 0.13597 3.40287 0.19985 0.1 0.1 0.0
C -0.54076 4.43585 0.84830 0.0 0.0 0.0
C -0.46309 5.73065 0.35343 0.0 -0.1 0.0
C 0.30111 6.00466 -0.77168 0.0 0.0 0.0
C 1.00349 4.98736 -1.40589 0.0 0.0 0.1
C 0.92063 3.69268 -0.91866 0.0 0.0 -0.1
H 1.96095 2.81573 2.11372 0.0 0.0 0.1
H 1.14206 1.65693 3.15755 0.0 0.0 0.0
H -0.33716 -0.30391 2.77191 0.0 0.0 0.0
H -2.40719 -1.17028 3.76403 0.0 0.0 0.0
H -4.58541 -0.14407 3.19613 0.0 0.0 0.0
H -4.68252 1.76900 1.63640 0.0 0.0 0.0
H -2.62585 2.65874 0.64145 0.0 0.1 0.0
H -1.10605 4.24594 1.75115 -0.1 0.0 0.0
H -0.99166 6.52813 0.85789 0.0 0.0 0.0
H 0.36199 7.01724 -1.14764 0.0 0.0 0.0
H 1.61409 5.20524 -2.27151 0.0 0.0 0.0
H 1.48643 2.90954 -1.41682 0.0 0.0 0.0

=====

73
Properties=species:S:1:pos:R:3:forces:R:3 method="wB97M-V/def2-TZVPD" max_force_ev_per_a=2.202 multiplicity=5 e_homo_ev="-12.376 / -13.406" lumo_ev="-6.284 / -8.307" orbital_gap_ev="6.1 / 5.1" s_squared=6.0658 total_charge=+2
Pt -0.38271 -0.45854 0.42345 0.4 0.6 0.7
C 1.66727 -3.38020 2.68399 0.0 0.1 0.0
C 0.66865 -2.54756 1.96036 0.8 0.1 -0.2
N 1.02894 -1.62267 1.11326 -1.6 -0.4 0.3
N 2.26784 -1.27969 0.87674 2.2 0.0 -0.1
C 2.43410 -0.23745 0.07742 -0.3 -1.1 0.8
O 1.43349 0.35125 -0.48656 -1.5 0.5 -0.5
C 3.79103 0.26750 -0.07851 0.4 0.3 -0.1
C 4.03838 1.41139 -0.84610 -0.2 -0.2 0.1
C 5.30567 1.95598 -0.88457 0.1 0.1 0.0
C 6.33129 1.37696 -0.15001 -0.1 -0.1 0.0
C 6.10217 0.22252 0.58625 0.1 0.1 0.0
C 4.84286 -0.33934 0.62178 -0.2 0.1 -0.1
C -0.76587 -2.64602 2.17935 -0.8 -0.4 0.4
C -1.35387 -3.55900 3.05798 0.4 0.3 -0.4
C -2.71886 -3.53099 3.28137 -0.2 0.3 -0.2
C -3.49485 -2.59928 2.60579 0.4 -0.2 0.0
C -2.86399 -1.73602 1.72741 -0.4 0.2 -0.1
N -1.55117 -1.75207 1.51696 0.4 0.3 -0.1
H 2.65106 -2.92846 2.57560 -0.1 -0.1 0.0
H 1.69943 -4.38759 2.26871 0.0 -0.1 0.0
H 1.42251 -3.45595 3.74257 0.0 0.0 0.0
H 3.22621 1.87812 -1.38545 0.0 0.0 0.0
H 5.50367 2.84104 -1.46967 0.0 0.1 0.0
H 7.31233 1.82542 -0.15135 0.1 0.0 0.0
H 6.91195 -0.22885 1.13769 0.1 -0.1 0.1
H 4.65399 -1.23453 1.19322 0.0 0.0 0.0
H -0.73908 -4.28006 3.56793 0.1 -0.1 0.1
H -3.16979 -4.21971 3.97575 -0.1 -0.1 0.1
H -4.56327 -2.54207 2.73658 -0.1 0.0 0.0
H -3.43942 -1.01443 1.16632 0.1 0.1 0.0
S 0.19842 1.33676 2.17391 -0.4 -0.3 -0.4
C -1.22241 2.30181 1.70127 1.8 -1.2 0.5
N -1.48279 3.35052 2.44233 -0.9 0.9 0.4
N -0.54548 3.90987 3.19558 0.7 -0.4 -0.6
C -0.55727 4.06431 4.54832 -0.1 0.0 0.9
C 0.60239 4.59887 5.14548 -0.1 -0.1 -0.2
C 0.70742 4.65222 6.51490 0.0 0.0 0.0
C -0.33872 4.20394 7.31576 0.0 0.0 -0.1
C -1.50335 3.71360 6.73125 0.1 0.0 0.0
C -1.62255 3.63868 5.36045 0.0 -0.1 -0.3
N -2.03272 1.94611 0.73993 -1.8 0.9 -0.7
N -1.91219 0.86953 0.01215 1.7 -0.3 0.9
C -2.96804 0.53827 -0.79569 -1.1 -0.2 -0.7
C -2.94306 -0.69421 -1.47618 0.3 0.2 0.3
C -4.01780 -1.08643 -2.24526 -0.2 0.0 -0.1
C -5.13060 -0.26200 -2.36473 0.1 -0.1 -0.1
C -5.16396 0.95809 -1.69896 -0.1 -0.1 -0.1
C -4.10668 1.35909 -0.91272 0.4 0.0 0.1
H 0.32628 4.19135 2.74130 -0.2 0.0 -0.1
H 1.41865 4.93419 4.52319 0.1 0.1 -0.1
H 1.60687 5.04227 6.96318 0.1 0.0 0.1
H -0.24444 4.24158 8.38886 0.0 0.0 0.1
H -2.31620 3.38563 7.35911 -0.1 0.0 0.0
H -2.51603 3.24549 4.90229 -0.1 0.0 -0.1
H -2.09851 -1.36988 -1.32779 -0.2 0.1 -0.1
H -3.99467 -2.04536 -2.73986 0.0 -0.1 -0.1
H -5.97178 -0.57490 -2.96265 -0.1 0.0 -0.1
H -6.03231 1.59194 -1.79890 0.0 0.1 0.0
H -4.12924 2.28697 -0.36419 0.0 0.1 0.0
C -1.03131 -0.99747 -4.40955 0.1 0.1 0.6
Sb 0.06001 0.19924 -2.93583 0.2 0.6 -1.6
C 1.96583 0.26960 -3.94307 -0.2 -0.2 0.5
C -0.56221 2.25479 -3.25133 0.0 -0.6 0.4
H -0.81306 -0.58181 -5.38529 0.2 0.2 -0.1
H -2.09653 -0.96983 -4.21905 -0.1 0.1 0.1
H -0.66972 -2.01932 -4.35648 0.1 -0.1 0.0
H 1.78551 0.66824 -4.93753 -0.2 0.1 -0.1
H 2.38076 -0.72934 -4.02712 0.0 -0.1 0.0
H 2.65952 0.90613 -3.40597 0.0 0.1 0.1
H -0.16026 2.57534 -4.20551 0.1 -0.1 -0.2
H -0.15617 2.86620 -2.45473 0.1 0.1 0.1
H -1.64283 2.32298 -3.25448 -0.2 -0.1 0.0

=====

70
Properties=species:S:1:pos:R:3:forces:R:3 method="wB97M-V/def2-TZVPD" max_force_ev_per_a=0.245 multiplicity=1 e_homo_ev=-7.749 lumo_ev=-0.720 relative_energy_kcal_mol=0.0 orbital_gap_ev=7.0
Ca -0.01282 1.84266 -0.92754 0.1 0.1 0.1
Br 6.30556 4.53432 2.78503 0.0 0.0 0.0
C 4.97768 3.73139 1.69717 0.0 0.0 0.0
C 5.32084 3.24596 0.42673 0.0 0.0 0.0
C 4.37143 2.66705 -0.37073 0.0 0.0 0.0
C 3.01751 2.53654 0.03964 -0.1 0.0 0.0
O 2.14970 2.01409 -0.74755 0.0 0.0 0.0
C 2.69069 3.01659 1.34543 0.0 0.0 0.0
C 1.40138 2.89799 1.96731 0.1 0.0 0.0
N 0.32327 2.36072 1.49925 0.1 -0.2 -0.1
C -0.79131 2.22259 2.35980 0.0 0.0 -0.1
C -0.74370 2.26401 3.73298 0.0 0.0 0.0
C -1.90720 2.13959 4.51733 0.0 0.0 0.0
C -3.12518 1.95001 3.93521 0.0 0.0 0.0
C -3.21578 1.83885 2.52906 0.0 0.0 0.0
C -4.43848 1.58815 1.86566 0.0 0.0 0.0
C -4.45691 1.44471 0.51174 0.0 0.0 0.0
C -3.24229 1.54115 -0.19206 0.0 0.0 0.0
N -2.09010 1.78239 0.38672 -0.2 0.1 0.0
C -2.05219 1.95357 1.73746 0.0 0.0 0.1
C 3.69267 3.61648 2.14143 0.0 0.0 0.0
H 6.34127 3.33559 0.07748 0.0 0.0 0.0
H 4.62849 2.30189 -1.35657 0.0 0.0 0.0
H 1.38692 3.32389 2.97379 -0.1 0.0 0.0
H 0.20228 2.37907 4.24341 0.0 0.0 0.0
H -1.81974 2.19351 5.59444 0.0 0.0 0.0
H -4.02379 1.86283 4.53275 0.0 0.0 0.0
H -5.34853 1.50915 2.44839 0.0 0.0 0.0
H -5.37125 1.25190 -0.03101 0.0 0.0 0.0
H -3.22633 1.42980 -1.27049 0.0 0.0 0.0
H 3.43061 3.98397 3.12658 0.0 0.0 0.0
I -1.49968 3.38118 -2.96002 0.0 0.0 -0.1
C 1.69825 -3.41571 -0.76884 0.0 0.0 0.0
C 1.68477 -1.89038 -0.87089 0.0 0.0 0.0
C 2.00486 -1.30669 0.51474 0.0 0.0 0.0
C 2.76374 -1.40951 -1.84558 0.0 0.0 0.0
P 0.02763 -1.15369 -1.35872 0.1 0.1 0.1
C -1.13229 -2.01229 -0.22885 0.0 0.0 0.0
C -1.45388 -1.33583 0.94835 0.1 0.0 0.0
C -2.31516 -1.88567 1.88695 0.0 0.0 0.0
C -2.88345 -3.12832 1.65455 0.0 0.0 0.0
C -2.57387 -3.81825 0.48991 0.0 0.0 0.0
C -1.70363 -3.26827 -0.43882 0.0 0.0 0.0
C -0.44144 -1.56909 -3.12326 0.0 0.0 0.0
C -1.96256 -1.38864 -3.22729 0.0 0.0 0.0
C 0.20237 -0.47953 -3.99864 0.0 0.0 0.0
C -0.03212 -2.93796 -3.66839 0.0 0.0 0.0
H 2.68106 -3.73973 -0.41535 0.0 0.0 0.0
H 1.51625 -3.90020 -1.72668 0.0 0.0 0.0
H 0.95589 -3.77380 -0.05393 0.0 0.0 0.0
H 2.98800 -1.66750 0.82822 0.0 0.0 0.0
H 1.28115 -1.62502 1.26619 0.0 0.0 0.0
H 2.04045 -0.21519 0.48945 0.0 0.0 0.0
H 3.74140 -1.71164 -1.46035 0.0 0.0 0.0
H 2.76405 -0.32053 -1.93432 0.0 0.0 0.0
H 2.65248 -1.84895 -2.83711 0.0 0.0 0.0
H -1.02028 -0.36114 1.13787 0.0 -0.1 0.0
H -2.54476 -1.33577 2.79146 0.0 0.0 0.0
H -3.56455 -3.56001 2.37647 0.0 0.0 0.0
H -3.00930 -4.79198 0.30565 0.0 0.0 0.0
H -1.46944 -3.82937 -1.33203 0.0 0.0 0.0
H -2.27910 -0.43526 -2.79455 0.0 0.0 0.0
H -2.51334 -2.18935 -2.73607 0.0 0.0 0.0
H -2.24530 -1.37199 -4.28259 0.0 0.0 0.0
H -0.19407 0.51160 -3.76284 0.0 0.0 0.0
H -0.03514 -0.68214 -5.04613 0.0 0.0 0.0
H 1.28711 -0.44526 -3.90378 0.0 0.0 0.0
H -0.40952 -3.77008 -3.07632 0.0 0.0 0.0
H 1.05150 -3.03373 -3.73701 0.0 0.0 0.0
H -0.43276 -3.04476 -4.68028 0.0 0.0 0.0